DFT (the ωB97M-V functional and the def2-TZVPD basis) results for a molecular structure, C6H12.

Geometry as XYZ:
```
18
C6H12, DFT the ωB97M-V functional and the def2-TZVPD basis
C 1.494 0.655 1.003
C 0.448 0.561 -0.077
C 0.442 1.550 -1.091
C -0.871 -0.066 0.280
C -1.567 -1.062 -0.597
C -1.029 -1.481 0.743
H 1.599 -0.289 1.540
H 2.460 0.940 0.580
H 1.179 1.444 1.698
H 1.133 -0.872 -0.768
H 0.927 0.201 -1.250
H -0.432 1.666 -1.722
H 1.271 2.242 -1.183
H -1.508 0.681 0.754
H -2.642 -0.972 -0.725
H -1.024 -1.415 -1.470
H -0.145 -2.111 0.741
H -1.735 -1.672 1.546
```

Summary:
- LUMO energy: 0.97 eV
- Kohn-Sham gap: 8.20 eV
- ΔE to the lowest compared entry with this formula, charge and spin: 136.8 kcal per mole